Arrangement a

7
Properties=species:S:1:pos:R:3:mulliken_charge:R:1 method="wB97M-V/def2-TZVPD" orbital_gap_ha=0.331 charge=+1
C -0.81315 1.06335 0.01454 -0.14
C 0.68169 -0.88554 0.01811 -0.19
N -0.03925 0.10159 0.03360 0.05
I 0.35283 -2.91441 -0.20572 0.40
H -1.22212 1.73539 -0.90107 0.29
H -1.10775 1.49108 1.00556 0.27
H 2.14774 -0.59146 0.03497 0.33



Arrangement b

7
Properties=species:S:1:pos:R:3:mulliken_charge:R:1 method="wB97M-V/def2-TZVPD" orbital_gap_ha=0.293 charge=+1
C -0.56500 -0.56313 0.06970 -0.08
C 1.45049 0.90477 -0.98075 -0.15
N 0.57159 0.16376 -0.49789 -0.09
I 2.35401 0.25414 -2.68407 0.36
H -1.36021 -0.81501 -0.67002 0.30
H -0.45083 -0.80439 1.14981 0.30
H 1.48209 2.00539 -0.59327 0.37



Which one sits at the bottom of the stability order? arrangement a does.